[1]
Entry from OMol25: a 3-piece molecular cluster, C5H13N overall in a non-equilibrium geometry (the ωB97M-V functional and the def2-TZVPD basis).

```
19
Properties=species:S:1:pos:R:3:nbo_charge:R:1
C -0.352 0.499 -0.999 -0.191
C -0.675 0.574 0.508 -0.521
C 0.208 -0.329 1.317 0.155
C -0.561 -0.916 -1.538 -0.613
C 1.068 0.985 -1.285 -0.610
N -0.421 -1.316 1.918 -0.735
H -1.056 1.167 -1.510 0.199
H 0.095 -1.985 2.470 0.391
H -1.440 -1.381 1.991 0.349
H -0.498 1.594 0.857 0.240
H -1.749 0.369 0.653 0.168
H 1.427 0.320 2.026 0.078
H 1.519 0.918 2.675 -0.162
H 0.122 -1.610 -1.049 0.208
H -0.378 -0.951 -2.612 0.211
H -1.582 -1.257 -1.359 0.201
H 1.203 2.012 -0.944 0.208
H 1.792 0.359 -0.767 0.219
H 1.278 0.950 -2.353 0.205
```

Calculated values
Kohn-Sham gap = 8.3536 eV
electronic energy = -252.93282 hartree
max |F| = 2.24 eV/A
net charge = 0
HOMO level = -7.428 eV

=====

[2]
Entry from OMol25: C26H21Cl2N6O2PtS as an isolated structure in a non-equilibrium geometry (the ωB97M-V functional and the def2-TZVPD basis).

```
59
Properties=species:S:1:pos:R:3:nbo_charge:R:1
Pt 0.420 0.112 -0.066 0.884
O -5.057 -3.383 4.927 -0.548
C -4.187 -3.472 3.988 0.774
O -3.888 -4.509 3.419 -0.237
C -3.257 -2.446 3.454 -0.052
C -3.294 -2.180 2.062 -0.081
C -2.393 -1.297 1.521 -0.267
C -1.442 -0.694 2.350 0.341
C -1.368 -0.998 3.725 -0.228
C -2.253 -1.890 4.276 -0.140
N -0.532 0.234 1.789 -0.519
C -0.402 1.381 2.369 0.220
C 0.499 2.344 1.780 0.083
C 0.870 3.507 2.418 -0.134
C 1.824 4.323 1.815 -0.106
C 2.369 3.921 0.612 -0.188
C 1.929 2.742 0.015 0.093
N 0.984 1.983 0.564 -0.451
H -5.217 -2.480 5.250 0.538
H -4.044 -2.661 1.447 0.269
H -2.420 -1.044 0.469 0.266
H -0.595 -0.552 4.337 0.261
H -2.187 -2.155 5.324 0.271
H -0.966 1.639 3.260 0.236
H 0.433 3.764 3.374 0.260
H 2.143 5.241 2.290 0.269
H 3.130 4.507 0.117 0.269
H 2.339 2.399 -0.924 0.242
C 0.358 3.040 -4.959 -0.035
C 0.145 3.345 -3.598 -0.192
C 0.248 2.370 -2.655 -0.180
C 0.572 1.025 -3.017 0.233
C 0.769 0.736 -4.406 -0.156
C 0.662 1.729 -5.341 -0.199
N 0.650 0.074 -2.056 -0.359
N 0.697 -1.179 -2.655 -0.154
C 0.513 -2.152 -1.793 0.280
C 0.601 -3.498 -2.227 -0.120
C 0.551 -4.516 -1.304 -0.143
C 0.428 -4.185 0.045 -0.189
C 0.314 -2.849 0.414 0.080
N 0.309 -1.857 -0.470 -0.477
H 0.278 3.823 -5.702 0.252
H -0.116 4.357 -3.319 0.252
H 0.027 2.586 -1.623 0.209
H 1.028 -0.270 -4.694 0.264
H 0.824 1.502 -6.386 0.262
H 0.741 -3.674 -3.284 0.268
H 0.633 -5.547 -1.616 0.268
H 0.430 -4.943 0.815 0.260
H 0.239 -2.579 1.458 0.213
Cl 3.575 -0.215 -0.046 -0.087
C 4.795 -0.640 -1.293 -0.372
Cl 4.123 -0.502 -2.913 -0.004
H 5.099 -1.664 -1.112 0.243
H 5.622 0.050 -1.182 0.246
S -3.004 1.507 -1.390 0.328
C -2.488 2.538 -0.235 -0.046
N -2.058 3.252 0.581 -0.273
```

Calculated values
Kohn-Sham gap (spin up / spin down) = 5.9933 / 4.6884 eV
electronic energy = -2919.17790 hartree
max |F| = 1.17 eV/A
⟨S²⟩ = 6.101
2S+1 = 5
net charge = +3
HOMO level (spin up / spin down) = -15.640 / -17.398 eV

=====

[3]
Entry from OMol25: a 2-piece molecular cluster, C3H11NO2 overall in a non-equilibrium geometry (the ωB97M-V functional and the def2-TZVPD basis).

```
17
Properties=species:S:1:pos:R:3:nbo_charge:R:1
C -0.127 -0.124 0.338 -0.208
C 0.647 -0.936 -0.713 -0.427
C 0.889 -0.081 -1.934 -0.059
O 1.254 -0.944 -3.041 -0.733
N -0.273 -0.885 1.558 -0.848
H 0.237 0.895 0.371 0.183
H -1.103 -0.043 -0.162 0.164
H 1.562 -1.445 -0.409 0.209
H -0.029 -1.714 -1.075 0.207
H -0.078 0.314 -2.280 0.156
H 1.495 0.823 -1.835 0.168
H 1.632 -0.406 -3.749 0.468
H -1.121 -0.772 2.088 0.358
H -0.131 -1.869 1.398 0.362
H -1.711 1.616 3.126 0.466
H -1.221 3.030 3.379 0.469
O -1.921 2.537 2.940 -0.935
```

Calculated values
Kohn-Sham gap = 10.0835 eV
electronic energy = -326.09919 hartree
max |F| = 2.16 eV/A
net charge = 0
SMILES = NCCCO.O
HOMO level = -9.210 eV

=====

[4]
Entry from OMol25: C12H25F3HgN3O8S as an isolated structure in a non-equilibrium geometry (the ωB97M-V functional and the def2-TZVPD basis).

```
53
Properties=species:S:1:pos:R:3:nbo_charge:R:1
Hg 1.226 -0.371 0.602 1.628
O 2.990 -1.526 -0.238 -0.990
C 3.869 -1.834 0.803 -0.072
C 3.513 -1.201 2.182 -0.084
O 2.169 -1.061 2.563 -0.957
H 4.883 -1.514 0.517 0.112
H 3.925 -2.930 0.941 0.095
H 3.881 -0.146 2.176 0.083
H 4.151 -1.563 3.010 0.118
C -1.669 2.896 2.623 0.704
F -0.848 3.842 2.150 -0.341
F -1.146 2.425 3.746 -0.316
F -2.840 3.478 2.878 -0.328
S -1.906 1.540 1.328 2.338
O -3.001 0.732 1.825 -0.971
O -2.188 2.316 0.131 -1.011
O -0.587 0.899 1.262 -1.039
C 1.469 2.908 -0.360 0.568
O 1.709 1.740 -0.161 -0.664
N 1.906 3.859 0.495 -0.422
C 1.486 5.231 0.356 -0.398
C 2.643 3.531 1.694 -0.422
H 0.878 3.322 -1.181 0.121
H 0.927 5.678 1.178 0.204
H 1.015 5.391 -0.612 0.206
H 2.433 5.798 0.312 0.179
H 3.264 2.650 1.554 0.247
H 3.315 4.363 1.929 0.182
H 2.044 3.413 2.599 0.213
C -0.229 -3.373 0.563 0.551
O -0.090 -2.289 1.086 -0.625
N -1.399 -3.800 0.051 -0.440
C -1.490 -5.131 -0.565 -0.409
C -2.589 -2.960 0.007 -0.424
H 0.579 -4.110 0.442 0.121
H -2.538 -5.402 -0.606 0.203
H -0.883 -5.842 -0.003 0.206
H -1.014 -5.106 -1.550 0.188
H -2.665 -2.435 -0.943 0.192
H -3.436 -3.602 0.254 0.187
H -2.583 -2.248 0.834 0.260
C -0.429 -1.024 -2.426 0.549
O 0.053 -0.630 -1.381 -0.655
N -1.624 -0.698 -2.922 -0.433
C -2.086 -1.201 -4.180 -0.398
C -2.481 0.233 -2.208 -0.431
H 0.162 -1.746 -3.015 0.118
H -1.434 -1.985 -4.570 0.209
H -2.136 -0.402 -4.927 0.188
H -3.075 -1.668 -4.166 0.194
H -2.085 1.252 -2.214 0.231
H -3.443 0.291 -2.715 0.194
H -2.596 0.007 -1.149 0.244
```

Calculated values
Kohn-Sham gap = 5.6749 eV
electronic energy = -2089.60724 hartree
max |F| = 2.85 eV/A
net charge = -1
HOMO level = -3.282 eV

=====

[5]
Entry from OMol25: C12H13P as an isolated structure in a non-equilibrium geometry (the ωB97M-V functional and the def2-TZVPD basis).

```
26
Properties=species:S:1:pos:R:3:nbo_charge:R:1
C -4.028 0.443 -0.072 -0.230
C -3.468 -0.770 0.215 -0.201
C -3.369 1.380 -0.813 -0.184
C -2.201 -1.130 -0.273 -0.315
C -2.112 1.158 -1.321 -0.322
C -1.495 -0.104 -1.023 0.061
C 0.988 -0.555 1.375 -0.396
C 2.183 -1.472 0.966 -0.409
C 3.151 0.725 -1.198 -0.398
C 2.053 1.709 -0.802 -0.387
C 1.385 -0.740 -0.040 -0.307
C 1.763 0.227 -1.016 -0.336
P 0.591 -0.996 -1.727 0.637
H -4.964 0.712 0.376 0.211
H -3.998 -1.519 0.717 0.210
H -3.875 2.331 -0.852 0.211
H -1.795 -2.141 -0.082 0.227
H -1.637 1.948 -1.770 0.216
H 0.130 -1.182 1.872 0.208
H 1.022 0.360 1.827 0.207
H 3.264 -1.216 1.146 0.216
H 1.821 -2.473 1.257 0.223
H 3.464 0.682 -2.228 0.218
H 3.960 0.287 -0.524 0.214
H 2.057 1.889 0.209 0.206
H 1.663 2.465 -1.415 0.222
```

Calculated values
Kohn-Sham gap (spin up / spin down) = 6.5063 / 6.5942 eV
electronic energy = -806.08474 hartree
max |F| = 4.92 eV/A
⟨S²⟩ = 2.015
2S+1 = 3
net charge = 0
HOMO level (spin up / spin down) = -5.520 / -8.898 eV

=====

[6]
Entry from OMol25: a 2-piece molecular cluster, C2H7NOS overall in a non-equilibrium geometry (the ωB97M-V functional and the def2-TZVPD basis).

```
12
Properties=species:S:1:pos:R:3:nbo_charge:R:1
C 0.292 3.191 -0.125 -0.754
S 1.121 2.035 -1.213 -0.041
H 0.758 3.271 0.859 0.222
H 0.381 4.219 -0.447 0.226
H -0.777 2.972 -0.076 0.213
H 1.192 1.055 -0.223 0.134
C -0.185 -3.290 0.442 0.543
N -0.580 -2.037 0.019 -0.884
O -0.329 -4.275 -0.247 -0.547
H 0.096 -3.255 1.586 0.104
H -0.473 -2.043 -0.986 0.388
H -1.496 -1.842 0.410 0.396
```

Calculated values
Kohn-Sham gap = 9.8976 eV
electronic energy = -608.54989 hartree
max |F| = 2.41 eV/A
net charge = 0
SMILES = NC=O.CS
HOMO level = -9.125 eV